# 1
The following is a quantum chemistry calculation of the molecule C5H12O at a distorted geometry, from the Open Molecules 2025 dataset.

Calculated values
**Lowest unoccupied orbital energy**: 0.9482 eV
**Kohn-Sham gap**: 10.83 eV
**Structure (SMILES)**: CCC(C)(C)O

Geometry as XYZ:
```
18
C5H12O ωB97M-V with the def2-TZVPD basis set
H -1.17 -1.35 1.57
C -0.67 -0.13 -0.80
C -0.01 0.14 0.56
H 0.78 0.82 -2.08
C -0.31 0.78 -1.98
H -0.07 -1.02 -0.86
H 2.20 -0.56 -0.15
O 0.33 1.49 0.78
H -1.74 -0.40 -0.79
C 1.40 -0.86 0.56
H -0.69 1.81 -1.93
H 1.85 -0.81 1.56
H 1.33 -1.97 0.36
C -0.91 -0.29 1.71
H -0.34 -0.17 2.64
H 0.58 1.87 -0.07
H -1.85 0.28 1.81
H -0.70 0.36 -2.91
```

# 2
The following is a quantum chemistry calculation of the molecule C5H12O at a distorted geometry, from the Open Molecules 2025 dataset.

Calculated values
**Lowest unoccupied orbital energy**: 1.0822 eV
**Kohn-Sham gap**: 10.91 eV
**Structure (SMILES)**: COCC(C)C

Geometry as XYZ:
```
18
C5H12O ωB97M-V with the def2-TZVPD basis set
H 1.37 -2.17 0.08
H -2.92 -0.95 0.17
H -0.90 0.61 1.34
H 1.54 -0.05 1.42
O -1.22 -0.12 -0.56
H -3.23 0.33 -1.12
H -2.68 0.78 0.68
H 0.78 1.32 -1.23
C 1.00 -0.01 0.44
H 1.10 -1.27 -1.35
H 0.94 2.19 0.32
C -2.59 0.01 -0.20
H 2.40 1.53 -0.50
C 1.57 -1.20 -0.37
C -0.46 -0.17 0.65
C 1.32 1.37 -0.30
H 2.66 -1.09 -0.60
H -0.67 -1.11 1.13
```

# 3
The following is a quantum chemistry calculation of a cluster of 2 separate species, C5H12O in total at a distorted geometry, from the Open Molecules 2025 dataset.

Calculated values
**Lowest unoccupied orbital energy**: 0.9395 eV
**Kohn-Sham gap**: 10.79 eV
**Structure (SMILES)**: CC=O.CCC

Geometry as XYZ:
```
18
C5H12O ωB97M-V with the def2-TZVPD basis set
H -0.41 0.38 -0.84
H -0.98 0.85 1.25
C -1.88 0.45 0.89
C 1.68 -0.11 -0.16
C 2.06 1.19 -0.92
C 0.29 -0.46 -0.78
H -1.88 -1.42 0.17
H 0.00 -1.36 -0.12
H 2.17 1.20 -1.95
H 3.14 1.40 -0.67
H 0.54 -0.71 -1.90
O -2.71 1.14 0.34
H 2.31 -0.93 -0.44
H -3.20 -1.00 1.65
C -2.16 -1.06 1.21
H 1.31 0.07 0.88
H 1.27 1.94 -0.69
H -1.56 -1.56 2.07
```

# 4
The following is a quantum chemistry calculation of a structure of composition C5H12O, from the Open Molecules 2025 dataset.

Calculated values
**Lowest unoccupied orbital energy**: 0.9209 eV
**Kohn-Sham gap**: 7.98 eV

Geometry as XYZ:
```
18
C5H12O ωB97M-V with the def2-TZVPD basis set
H -0.07 0.43 -2.24
C -0.86 0.23 1.83
C 0.19 1.24 -1.56
H -1.81 -0.05 2.30
H -0.96 -1.43 -1.18
H -0.70 1.87 -1.44
H 2.60 0.56 -0.48
H -2.03 -1.73 0.17
H -0.29 -1.97 0.40
O 0.54 0.75 -0.26
H 1.67 -0.92 -0.86
H 1.02 1.82 -1.97
H 1.86 -0.39 0.83
C -1.11 0.11 0.36
H -0.65 1.27 2.13
C 1.73 -0.04 -0.20
C -1.04 -1.32 -0.09
H -0.09 -0.44 2.26
```

# 5
The following is a quantum chemistry calculation of a cluster of 2 separate species, C5H12O in total, from the Open Molecules 2025 dataset.

Calculated values
**Lowest unoccupied orbital energy**: 0.9916 eV
**Kohn-Sham gap**: 11.56 eV
**Structure (SMILES)**: CC1CCC1.O

Geometry as XYZ:
```
18
C5H12O ωB97M-V with the def2-TZVPD basis set
C 1.24 -0.02 -0.20
H -0.61 -1.27 -1.15
C -0.24 0.68 -0.44
H -2.16 -2.11 0.60
C 0.48 -1.00 0.67
H -2.23 -0.50 1.34
H 0.85 -2.01 0.83
H -0.56 1.15 -1.38
C -2.10 -1.03 0.40
H 2.45 2.25 -0.92
H 0.33 -0.50 1.64
H 1.16 2.03 -0.21
O 1.96 2.57 -0.16
H -0.60 1.35 0.37
H -2.92 -0.76 -0.28
C -0.75 -0.75 -0.20
H 1.55 -0.44 -1.17
H 2.15 0.37 0.27
```

# 6
The following is a quantum chemistry calculation of the molecule C5H12O, from the Open Molecules 2025 dataset.

Calculated values
**Lowest unoccupied orbital energy**: 0.9447 eV
**Kohn-Sham gap**: 11.03 eV
**Structure (SMILES)**: CCC(C)(C)O

Geometry as XYZ:
```
18
C5H12O ωB97M-V with the def2-TZVPD basis set
H -1.83 -0.74 1.53
H 1.66 0.24 -1.55
C -1.77 -0.76 0.44
H 2.39 0.84 -0.06
H -0.76 -0.74 -1.82
C 0.73 -0.63 0.20
C -0.59 0.10 -0.10
H -0.18 2.25 -0.24
H 0.57 -1.67 -0.12
H 0.66 1.46 1.07
H -1.57 -1.80 0.14
O -0.77 0.19 -1.52
H -1.05 1.78 1.28
C 1.95 -0.05 -0.53
H 2.73 -0.80 -0.59
H 0.90 -0.63 1.28
C -0.31 1.48 0.54
H -2.77 -0.52 0.04
```

# 7
The following is a quantum chemistry calculation of the molecule C5H12O, from the Open Molecules 2025 dataset.

Calculated values
**Lowest unoccupied orbital energy**: 1.1566 eV
**Kohn-Sham gap**: 10.83 eV
**Structure (SMILES)**: CCCCOC

Geometry as XYZ:
```
18
C5H12O ωB97M-V with the def2-TZVPD basis set
C 1.20 -0.84 2.41
H -0.26 -0.28 -2.98
H -0.49 -1.05 0.34
C -1.27 0.09 -2.81
H 2.20 -0.80 2.85
H 0.46 0.73 -1.25
O -1.54 0.17 -1.44
H -1.30 1.04 -3.36
H -2.01 -0.58 -3.24
H -1.12 0.25 1.34
C 1.04 0.13 1.26
H 1.28 1.14 1.61
C -0.49 0.77 -0.67
H 1.07 -1.86 2.07
H 1.78 -0.06 0.47
C -0.33 0.00 0.63
H 0.50 -0.68 3.24
H -0.72 1.82 -0.47
```

# 8
The following is a quantum chemistry calculation of a cluster of 2 separate species, C5H12O in total at a distorted geometry, from the Open Molecules 2025 dataset.

Calculated values
**Lowest unoccupied orbital energy (alpha / beta)**: 1.0718 / 1.0689 eV
**Kohn-Sham gap (alpha / beta)**: 8.12 / 7.85 eV

Geometry as XYZ:
```
18
C5H12O ωB97M-V with the def2-TZVPD basis set
H -2.52 1.49 1.27
C -0.65 0.89 0.48
H 2.13 -0.95 -1.17
C 1.55 0.47 1.21
H -2.65 0.46 -0.17
H 2.01 1.26 0.63
H -0.26 -1.44 0.26
H 1.33 0.59 -1.16
C 1.16 -0.48 -1.37
H 2.07 -0.12 1.94
C -2.08 0.63 0.76
O 0.24 0.42 1.28
H 0.21 -2.31 -1.15
H 0.99 -0.51 -2.44
H -0.32 1.48 -0.37
H -2.20 -0.25 1.40
C -0.05 -1.32 -0.81
H -1.00 -1.06 -1.30
```

# 9
The following is a quantum chemistry calculation of a cluster of 2 separate species, C5H12O in total at a distorted geometry, from the Open Molecules 2025 dataset.

Calculated values
**Lowest unoccupied orbital energy**: 0.9907 eV
**Kohn-Sham gap**: 10.55 eV
**Structure (SMILES)**: C=CC.CCO

Geometry as XYZ:
```
18
C5H12O ωB97M-V with the def2-TZVPD basis set
H -1.92 -3.29 0.69
C -0.03 2.10 -0.86
H -1.08 -0.46 0.00
H 2.25 0.71 0.80
H 0.06 1.30 -1.58
H 0.70 2.60 1.11
H 0.60 -1.29 -1.08
C 2.22 1.52 0.06
H -1.70 -1.72 -1.19
H -1.06 -2.15 1.78
H -0.94 2.69 -0.84
H 2.99 2.24 0.38
H 2.45 1.13 -0.93
C 0.86 2.17 0.13
C -1.74 -2.24 0.93
H -2.70 -1.88 1.27
O 0.23 -1.89 -0.41
C -1.17 -1.52 -0.26
```

# 10
The following is a quantum chemistry calculation of a cluster of 2 separate species, C5H12O in total at a distorted geometry, from the Open Molecules 2025 dataset.

Calculated values
**Lowest unoccupied orbital energy (alpha / beta)**: 0.9707 / 0.9632 eV
**Kohn-Sham gap (alpha / beta)**: 7.88 / 8.07 eV

Geometry as XYZ:
```
18
C5H12O ωB97M-V with the def2-TZVPD basis set
C -1.67 -0.71 -0.95
H -1.52 -0.98 -1.99
H -2.15 1.52 0.90
H 1.38 -0.29 1.63
H -1.32 -1.54 -0.32
H -2.75 -0.62 -0.77
C 1.56 -0.95 0.78
H -1.00 0.34 1.51
C -1.14 1.11 0.76
O 2.23 1.00 -0.57
H 2.25 1.41 0.30
H -0.44 1.92 0.95
C -0.97 0.56 -0.61
C 1.54 -0.18 -0.49
H -0.85 1.28 -1.41
H 2.53 -1.44 0.93
H 0.80 -1.73 0.77
H 1.55 -0.71 -1.43
```

# 11
The following is a quantum chemistry calculation of the molecule C5H12O, from the Open Molecules 2025 dataset.

Calculated values
**Lowest unoccupied orbital energy**: 0.9717 eV
**Kohn-Sham gap**: 11.27 eV
**Structure (SMILES)**: CC(C)CCO

Geometry as XYZ:
```
18
C5H12O ωB97M-V with the def2-TZVPD basis set
H -0.33 1.12 -1.74
C 1.81 0.28 -0.16
H 1.61 1.26 -0.62
H -0.42 -1.23 -0.97
H 0.38 0.53 1.40
C -0.65 -0.44 -0.24
H -2.02 0.64 -1.54
C 0.60 -0.21 0.61
C -1.80 -0.94 0.65
H 0.88 -1.14 1.13
C -1.08 0.81 -1.00
H -1.51 -1.84 1.20
H -1.24 1.65 -0.31
H 3.59 0.89 0.35
H 2.04 -0.43 -0.98
O 2.89 0.37 0.76
H -2.06 -0.17 1.39
H -2.69 -1.15 0.06
```

# 12
The following is a quantum chemistry calculation of a cluster of 2 separate species, C5H12O2 in total, from the Open Molecules 2025 dataset.

Calculated values
**Lowest unoccupied orbital energy**: 0.7767 eV
**Kohn-Sham gap**: 8.93 eV

Geometry as XYZ:
```
19
C5H12O2 ωB97M-V with the def2-TZVPD basis set
O 0.49 0.57 0.04
O -0.03 1.36 -2.48
H -0.87 -0.35 2.19
H 0.30 1.08 -1.59
H 1.93 0.72 1.55
H -1.21 -0.74 -1.57
C 1.83 0.77 0.46
H -0.58 -2.07 1.86
H 0.72 -1.46 -0.20
H -1.79 -1.84 -0.30
H -1.43 2.00 -1.31
H 2.12 1.78 0.13
H -2.03 -0.09 -0.13
C -0.01 -0.76 0.25
C -0.17 -1.06 1.74
C -1.34 -0.86 -0.49
H 0.77 -1.03 2.28
C -1.19 1.96 -2.42
H 2.49 0.03 0.00
```

# 13
The following is a quantum chemistry calculation of a cluster of 2 separate species, C5H12O2 in total, from the Open Molecules 2025 dataset.

Calculated values
**Lowest unoccupied orbital energy**: 0.7257 eV
**Kohn-Sham gap**: 9.39 eV
**Structure (SMILES)**: CC/C=C(\C)O.O

Geometry as XYZ:
```
19
C5H12O2 ωB97M-V with the def2-TZVPD basis set
H 2.86 1.32 1.26
H 0.48 1.50 0.56
H -1.04 -0.61 1.21
H 0.76 -1.43 -0.21
C 1.13 0.75 0.09
H 1.55 1.23 -0.81
C -1.62 0.83 -1.33
H -2.70 0.73 -1.26
H 2.94 -0.33 0.63
H -0.44 -1.83 1.84
H 1.87 0.04 1.99
C -0.90 -0.41 -0.91
C 0.31 -0.44 -0.34
C 2.27 0.42 1.05
H -1.39 1.05 -2.38
H -1.31 1.70 -0.74
O -0.74 -0.94 2.07
O -1.45 -1.61 -1.30
H -2.42 -1.55 -1.28
```

# 14
The following is a quantum chemistry calculation of a cluster of 3 separate species, C5H12O2 in total, from the Open Molecules 2025 dataset.

Calculated values
**Lowest unoccupied orbital energy**: 0.7851 eV
**Kohn-Sham gap**: 11.00 eV
**Structure (SMILES)**: CCC=O.C=C.O

Geometry as XYZ:
```
19
C5H12O2 ωB97M-V with the def2-TZVPD basis set
H -2.28 -1.67 1.54
C -0.29 0.09 0.88
O -1.04 2.52 -0.81
H 1.02 -0.49 -3.15
H -1.55 -1.15 3.07
O 0.52 0.98 1.06
C 1.32 -0.03 -2.21
H 0.02 -1.96 0.54
H 1.61 1.91 -3.00
H 0.76 -1.35 2.03
C 1.64 1.26 -2.13
H -0.62 2.06 -1.55
H -1.20 0.30 0.28
C -1.39 -1.76 2.17
C -0.14 -1.31 1.41
H -0.41 2.37 -0.08
H -1.30 -2.80 2.48
H 1.94 1.71 -1.18
H 1.37 -0.68 -1.34
```

# 15
The following is a quantum chemistry calculation of a structure of composition C5H12O2 at a distorted geometry, from the Open Molecules 2025 dataset.

Calculated values
**Lowest unoccupied orbital energy (alpha / beta)**: 0.2345 / 0.5664 eV
**Kohn-Sham gap (alpha / beta)**: 7.59 / 8.05 eV

Geometry as XYZ:
```
19
C5H12O2 ωB97M-V with the def2-TZVPD basis set
H 3.13 -0.76 -0.76
H 1.74 -1.76 -0.33
O -2.70 0.92 0.19
O -0.25 1.39 1.28
H -2.40 -1.10 0.52
H -0.27 -0.90 -1.22
H 1.14 1.24 -1.47
C 2.39 -0.96 0.03
C -0.70 -0.19 -0.52
C 1.62 0.27 0.39
H -3.49 0.75 0.72
H 2.16 1.09 0.88
C -2.17 -0.34 -0.24
H 0.04 -0.70 1.01
C 0.21 0.33 0.52
H 2.95 -1.34 0.89
H -2.66 -0.66 -1.17
H 0.39 1.14 -1.69
H -1.14 1.59 0.95
```

# 16
The following is a quantum chemistry calculation of the molecule C5H12O2, from the Open Molecules 2025 dataset.

Calculated values
**Lowest unoccupied orbital energy**: 0.9707 eV
**Kohn-Sham gap**: 10.92 eV
**Structure (SMILES)**: CO[C@@H](C)CCO

Geometry as XYZ:
```
19
C5H12O2 ωB97M-V with the def2-TZVPD basis set
H 1.82 1.21 -1.47
H -0.96 -1.69 2.05
O -0.02 -0.07 1.14
H 0.88 -0.80 -0.56
H -1.41 -1.31 -1.67
H 1.27 1.59 0.90
C 1.03 1.81 -1.00
H -0.91 -2.38 -0.37
H 0.76 -1.94 1.66
C -0.09 -0.36 -0.25
C 0.02 -1.19 1.99
H 0.29 -0.84 2.99
C -1.20 -1.35 -0.60
H -2.12 -1.12 -0.06
H 0.88 2.69 -1.64
H -0.60 0.81 -1.98
O 1.43 2.30 0.26
H -1.04 1.55 -0.44
C -0.26 0.99 -0.95
```

# 17
The following is a quantum chemistry calculation of a cluster of 2 separate species, C5H12O2 in total, from the Open Molecules 2025 dataset.

Calculated values
**Lowest unoccupied orbital energy**: 0.7869 eV
**Kohn-Sham gap**: 10.36 eV
**Structure (SMILES)**: C[C@@H]1OCC[C@@H]1O.[H][H]

Geometry as XYZ:
```
19
C5H12O2 ωB97M-V with the def2-TZVPD basis set
H 1.29 -0.07 -1.47
C 0.82 0.07 -0.49
H 2.66 -0.62 0.32
C -1.42 0.76 -0.57
H 1.61 0.06 1.57
H -2.25 -1.29 -0.64
H 0.36 -2.05 -0.58
H -1.21 -0.82 -2.02
C -1.36 -0.71 -0.94
H -2.03 1.36 -1.26
H 0.12 2.07 1.10
H -1.81 0.91 0.44
O -0.32 -1.21 1.20
C 1.95 0.19 0.54
H 2.50 1.13 0.46
H -1.00 -1.87 1.35
O -0.06 1.20 -0.64
C -0.09 -1.13 -0.20
H 0.22 2.04 1.84
```

# 18
The following is a quantum chemistry calculation of a cluster of 2 separate species, C5H12O2 in total at a distorted geometry, from the Open Molecules 2025 dataset.

Calculated values
**Lowest unoccupied orbital energy**: 0.7840 eV
**Kohn-Sham gap**: 10.79 eV
**Structure (SMILES)**: C=CCCCO.O

Geometry as XYZ:
```
19
C5H12O2 ωB97M-V with the def2-TZVPD basis set
C -0.24 -0.07 0.90
C -1.94 1.35 -0.22
H 1.52 -1.08 1.62
C 2.08 0.05 -0.05
O 2.79 0.82 0.95
C 1.07 -0.85 0.67
C -0.88 0.56 -0.33
H -1.92 -2.09 -1.19
H 2.23 1.45 1.42
H -0.39 0.42 -1.28
H -0.98 -0.76 1.33
H -2.36 1.66 0.73
H 2.93 -0.52 -0.44
O -1.92 -1.76 -2.10
H -1.81 -0.81 -1.94
H 1.68 0.77 -0.74
H -2.38 1.85 -1.07
H 0.78 -1.71 0.08
H -0.27 0.72 1.65
```

# 19
The following is a quantum chemistry calculation of a cluster of 3 separate species, C5H12O2 in total at a distorted geometry, from the Open Molecules 2025 dataset.

Calculated values
**Lowest unoccupied orbital energy**: -4.0268 eV
**Kohn-Sham gap**: 4.80 eV

Geometry as XYZ:
```
19
C5H12O2 ωB97M-V with the def2-TZVPD basis set
H 2.92 -1.09 -0.95
C 1.97 -0.58 -1.09
H -0.59 0.34 -1.67
H 1.08 -1.20 -1.00
C 0.39 0.89 0.19
H 0.10 1.33 1.14
H -1.30 -0.90 2.47
H -2.45 -0.01 0.27
C 1.74 0.30 0.13
H -2.64 1.14 -1.13
H 2.45 1.12 0.23
O -0.18 -2.05 -0.14
H -1.14 -2.15 -0.27
C -2.09 0.93 -0.18
O -1.98 1.99 0.57
H 2.04 -0.02 -2.03
H -1.42 -0.45 3.05
C -0.65 0.69 -0.66
H 1.77 -0.29 1.05
```

# 20
The following is a quantum chemistry calculation of a cluster of 2 separate species, C5H12O2 in total, from the Open Molecules 2025 dataset.

Calculated values
**Lowest unoccupied orbital energy**: 0.6377 eV
**Kohn-Sham gap**: 9.40 eV

Geometry as XYZ:
```
19
C5H12O2 ωB97M-V with the def2-TZVPD basis set
H 0.54 -1.28 -2.07
H -2.46 0.81 2.09
H -1.99 -0.87 0.48
H 0.63 -2.11 -0.50
H 2.40 -0.39 -2.00
O -0.65 1.66 2.23
H -0.61 -0.88 1.58
H 2.74 -0.94 -1.61
C -1.12 -0.29 0.82
C -1.61 1.02 1.44
H -0.93 -1.91 -1.32
H -1.98 1.68 0.63
C 0.03 -1.43 -1.11
H -0.58 0.64 -1.07
H 0.16 1.73 1.72
O 1.09 0.37 0.11
C -0.20 -0.12 -0.38
C 1.81 1.02 -0.77
H 2.79 1.16 -0.24
```